P | Below is the molecule C3H3NO, with properties calculated with wB97M-V/def2-TZVPD.

```
8
Properties=species:S:1:pos:R:3
O -2.103 0.553 -0.238
C -0.937 0.659 0.025
C 0.014 -0.499 -0.048
C 1.347 -0.025 -0.517
N 2.313 -0.105 0.116
H -0.477 1.616 0.361
H -0.329 -1.314 -0.674
H 0.173 -0.885 0.976
```

The HOMO-LUMO gap comes out at 0.385 Eh. As for the HOMO energy: -10.6344 eV. As for the lowest unoccupied orbital energy: -0.2 eV. As for the total charge: 0.



Q | Below is C3H3NO as an isolated structure, with properties calculated with wB97M-V/def2-TZVPD.

```
8
Properties=species:S:1:pos:R:3
C 0.664 1.090 -0.217
C 0.077 -0.113 0.351
O -0.395 -0.976 -0.583
C -1.050 -1.768 0.260
N -1.666 -2.448 0.962
H 0.802 1.146 -1.299
H -0.024 1.870 0.147
H 1.588 1.244 0.353
```

The HOMO-LUMO gap comes out at 0.348 Eh. As for the HOMO energy: -9.6358 eV. As for the lowest unoccupied orbital energy: -0.2 eV. As for the total charge: 0.



The energetic minimum among the shown structures is P; the next structure lies 236.8 kJ/mol above.